C34H42CaN4P2 | ωB97M-V with the def2-TZVPD basis set

Properties
- Energy relative to the best compared isomer or geometry (same formula, charge and spin): 4.694 eV
- Max |F|: 0.0470 Eh/bohr

Each line ends with the Mulliken charge.
Element x y z (Å)
Ca 0.06610 1.99076 -2.47848  1.28
P 1.58662 -0.62828 -1.73019  -0.21
P -1.41466 -1.05546 -1.74771  0.18
N 2.64276 0.79084 -2.28747  0.53
N 2.84678 -1.74467 -1.34872  0.66
N -2.89496 -1.96590 -1.52466  0.56
N -2.18267 0.34749 -2.71491  0.29
C 3.48725 2.88149 -2.61459  -0.67
C 2.53974 2.17486 -1.89264  -0.84
C -0.73414 1.03377 5.11928  -0.50
C 3.92845 -3.71863 -1.16215  -0.67
C -1.16796 2.32388 -8.85396  -1.09
C 0.97676 -1.18980 -3.33565  -0.79
C -1.48758 0.43366 2.86572  1.24
C -2.62313 2.55868 -3.21832  -1.02
C -2.28347 1.70526 -2.16138  -1.04
C -2.53944 0.44853 -4.04912  -0.39
C -1.04660 -1.31282 4.51141  -0.45
C -4.33802 -3.28875 -0.35761  -0.64
C -1.46233 -0.95338 3.23579  -0.37
C 0.02448 -0.21066 -8.31092  -0.66
C -0.39089 -1.87447 -3.12349  -1.10
C -4.04808 -2.14207 -2.30949  -0.30
C -1.39417 -0.58067 -7.84834  -0.98
C -3.12373 -2.63272 -0.29285  -0.27
C 3.59083 0.73304 -3.29742  -0.31
C -1.13688 1.42986 3.85009  -0.45
C 3.73759 -1.62992 -0.26237  -0.38
C -2.79462 1.78436 -4.37724  0.04
C -2.02491 1.87308 -7.71048  -0.43
C 0.81952 0.62549 -7.33493  -0.29
C -0.68785 -0.32982 5.44363  -0.42
C 2.93120 -3.05820 -1.84844  -0.47
C -2.10299 0.84001 1.65171  -1.15
C 0.25434 2.82880 -8.45273  -0.73
C 4.12236 1.99198 -3.51055  -0.94
C 0.88466 1.96633 -7.36912  -0.64
C 4.42939 -2.81901 -0.15160  -0.50
C -4.92459 -2.98947 -1.64439  -0.53
C -2.10383 0.61001 -7.26597  -0.30
C 1.44183 0.93125 0.83999  -0.86
H 0.78119 -0.27840 -3.90423  -0.11
H 1.51354 0.03369 -6.71091  0.47
H -2.77414 2.63254 -7.40805  0.39
H 3.74171 -0.70920 0.29232  0.31
H 0.21926 3.90823 -8.18105  0.39
H -2.93182 0.34402 -6.61973  1.01
H -1.83819 -1.70760 2.51610  0.13
H -2.71879 -0.46636 -4.63341  0.43
H -2.55077 1.72147 -1.07689  0.38
H 2.59612 0.98880 1.19744  0.10
H 1.08884 -0.09414 1.18903  0.15
H -2.20158 1.92839 1.58474  0.28
H -2.81625 0.08463 1.24832  0.35
H -4.77213 -3.89713 0.42051  0.43
H -0.48004 1.80720 5.85213  0.35
H -4.19677 -1.58942 -3.23256  0.29
H 5.26444 -2.97536 0.51714  0.40
H -3.09945 2.19359 -5.34499  0.30
H 3.68950 3.93762 -2.48704  0.49
H 4.33266 -4.69189 -1.39804  0.42
H 3.81530 -0.20633 -3.78511  0.47
H -2.40784 -2.49617 0.51304  0.25
H 4.92290 2.26125 -4.18606  0.46
H 0.56435 -1.11189 -8.62407  0.49
H -1.03765 -2.38586 4.77777  0.35
H -0.02076 0.41460 -9.20860  0.17
H 0.78672 1.57641 1.57472  0.09
H 2.28424 -3.37251 -2.65200  0.36
H -0.41210 -0.64456 6.46285  0.32
H -5.88515 -3.34977 -1.98536  0.44
H -1.68430 3.09870 -9.43385  0.49
H -1.06721 1.48520 -9.54926  0.39
H -2.82904 3.61192 -3.09385  0.46
H 1.62816 2.51998 -6.78377  0.52
H -1.98968 -0.84265 -8.75742  0.29
H -0.97659 -2.02546 -4.04711  0.58
H -1.27283 2.48398 3.58253  0.30
H 0.90195 2.73761 -9.36110  0.27
H 2.13448 2.42347 -0.87892  0.42
H -0.28407 -2.89007 -2.75260  0.46
H 1.68724 -1.74631 -3.96689  0.76
H -1.40619 -1.47565 -7.17483  0.29